# 1
Molecular formula: C44H112BN8O24
Method: DFT, the ωB97M-V functional and the def2-TZVPD basis

Energy above the lowest of the compared OMol25 structures with the same formula, charge and spin   0.0 kJ/mol
HOMO energy   -7.5 eV
Charge   -1
Orbital gap   9.1 eV
Max |F|   5.0 eV Å⁻¹

Positions of all 189 atoms, in Å:
O 2.350 -2.968 -0.997
C 1.497 -2.443 -0.237
O 0.944 -1.229 -0.219
B -0.060 -1.139 0.874
O -0.052 -2.538 1.494
C 0.834 -3.309 0.920
O 0.923 -4.557 0.993
O -1.377 -0.732 0.396
C -1.609 0.502 0.842
O -2.617 1.179 0.542
C -0.544 0.890 1.838
O 0.289 -0.101 1.867
O -0.465 1.965 2.490
C -2.799 -10.315 1.306
C -4.048 -9.401 1.126
C -5.430 -10.136 1.229
O -5.671 -11.323 0.462
C -5.698 -11.039 -0.894
N -3.934 -8.256 2.047
H -2.615 -10.977 0.460
H -2.922 -11.040 2.111
H -1.848 -9.822 1.507
H -3.982 -8.922 0.149
H -6.229 -9.402 1.119
H -5.505 -10.451 2.270
H -6.445 -10.309 -1.206
H -5.894 -11.911 -1.518
H -4.706 -10.728 -1.222
H -4.505 -7.527 1.642
H -2.973 -7.972 1.923
C 8.482 -3.099 -6.083
C 7.056 -3.014 -6.733
C 6.582 -4.396 -7.177
O 7.512 -4.906 -8.130
C 7.318 -6.211 -8.588
N 6.083 -2.510 -5.709
H 8.558 -3.789 -5.242
H 8.631 -2.070 -5.754
H 9.297 -3.324 -6.771
H 7.093 -2.371 -7.613
H 5.589 -4.445 -7.624
H 6.531 -5.042 -6.301
H 8.027 -6.447 -9.382
H 6.332 -6.372 -9.025
H 7.457 -6.950 -7.799
H 5.159 -2.530 -6.117
H 5.863 -3.127 -4.941
C -0.327 -0.569 -5.405
C -0.424 -2.039 -5.707
C -1.729 -2.645 -5.147
O -1.915 -4.061 -5.246
C -0.949 -4.814 -4.357
N -0.259 -2.286 -7.130
H 0.664 -0.248 -5.723
H -0.403 -0.395 -4.332
H -1.147 -0.066 -5.918
H 0.471 -2.514 -5.306
H -2.503 -2.135 -5.720
H -1.873 -2.299 -4.123
H -1.067 -5.896 -4.302
H -1.150 -4.522 -3.326
H 0.100 -4.595 -4.555
H -0.549 -3.253 -7.163
H -0.956 -1.756 -7.633
C -5.982 8.408 1.851
C -6.512 9.856 2.114
C -5.767 10.989 1.313
O -6.109 12.360 1.684
C -5.332 13.298 0.956
N -7.889 9.845 1.788
H -4.963 8.315 2.226
H -5.824 8.081 0.824
H -6.494 7.609 2.389
H -6.499 10.044 3.188
H -5.866 10.961 0.228
H -4.732 10.788 1.590
H -5.600 14.287 1.327
H -5.635 13.261 -0.090
H -4.276 13.117 1.160
H -8.392 10.702 1.970
H -7.891 9.787 0.779
C 1.034 6.349 -7.167
C 1.179 7.111 -5.821
C 0.200 6.571 -4.723
O 0.266 7.372 -3.548
C -0.664 7.019 -2.491
N 2.539 6.907 -5.426
H 1.823 6.577 -7.884
H 0.119 6.577 -7.714
H 0.957 5.286 -6.938
H 0.877 8.122 -6.094
H 0.368 5.520 -4.490
H -0.764 6.664 -5.223
H -1.606 6.636 -2.885
H -0.871 7.842 -1.808
H -0.217 6.191 -1.941
H 2.751 7.275 -4.510
H 2.782 5.927 -5.406
C 5.345 0.716 5.476
C 4.982 -0.761 5.438
C 5.762 -1.605 4.353
O 6.008 -0.875 3.118
C 6.935 -1.489 2.293
N 5.285 -1.321 6.761
H 5.264 1.084 4.454
H 6.322 0.956 5.894
H 4.581 1.213 6.074
H 3.915 -0.929 5.292
H 5.225 -2.517 4.092
H 6.703 -1.930 4.797
H 7.097 -0.804 1.461
H 6.665 -2.494 1.967
H 7.960 -1.569 2.654
H 6.216 -1.030 7.023
H 5.432 -2.318 6.696
C -1.433 -4.211 6.393
C -0.684 -5.332 7.171
C 0.277 -6.307 6.373
O 0.890 -7.241 7.220
C 1.434 -8.394 6.651
N 0.068 -4.786 8.341
H -2.112 -3.743 7.106
H -2.031 -4.618 5.578
H -0.730 -3.504 5.954
H -1.457 -5.995 7.559
H 1.039 -5.721 5.860
H -0.284 -6.794 5.575
H 1.744 -8.249 5.616
H 0.693 -9.190 6.727
H 2.289 -8.792 7.199
H 0.636 -5.553 8.671
H 0.796 -4.204 7.952
C 2.021 7.739 5.579
C 1.049 7.911 6.725
C -0.144 8.937 6.484
O 0.358 10.250 6.450
C -0.781 11.124 6.222
N 0.414 6.639 6.980
H 1.549 7.569 4.611
H 2.725 6.991 5.944
H 2.649 8.615 5.422
H 1.474 8.344 7.631
H -0.847 8.766 7.300
H -0.674 8.732 5.554
H -1.548 11.029 6.991
H -1.257 10.836 5.285
H -0.481 12.162 6.080
H 0.192 6.312 6.051
H -0.457 6.667 7.491
C -6.064 2.076 -5.131
C -5.368 3.438 -5.180
O -6.119 4.348 -5.978
O -6.215 1.619 -6.505
H -7.027 2.141 -4.624
H -5.429 1.374 -4.590
H -4.372 3.310 -5.603
H -5.373 3.873 -4.181
H -5.946 4.175 -6.907
H -6.778 0.841 -6.523
C 3.893 -9.575 -3.265
C 4.159 -10.871 -2.448
O 5.466 -11.410 -2.517
O 4.220 -9.652 -4.636
H 4.486 -8.760 -2.850
H 2.862 -9.268 -3.088
H 3.685 -11.669 -3.020
H 3.809 -10.852 -1.415
H 6.100 -10.716 -2.323
H 3.468 -9.879 -5.188
C -7.158 0.312 4.328
C -8.393 1.151 4.123
O -8.442 2.160 5.113
O -7.430 -0.548 5.369
H -6.320 0.949 4.610
H -6.786 -0.109 3.394
H -9.346 0.626 4.052
H -8.211 1.617 3.155
H -9.080 2.819 4.829
H -8.043 -1.199 5.019
C 4.627 4.494 -0.642
C 5.257 3.333 -1.483
O 4.975 3.439 -2.844
O 5.044 5.700 -1.284
H 4.928 4.424 0.403
H 3.552 4.356 -0.757
H 4.760 2.401 -1.216
H 6.299 3.279 -1.168
H 5.191 2.622 -3.300
H 4.574 6.366 -0.778

Results of the Löwdin charge analysis, in e, for atoms 1 through 5: O 0.07; C -0.32; O 0.21; B -0.81; O 0.20

***

# 2
Molecular formula: C44H112BrN7O2P3S
Method: DFT, the ωB97M-V functional and the def2-TZVPD basis

HOMO energy   -3.9 eV
Charge   -1
Orbital gap   6.1 eV
Max |F|   1.9 eV Å⁻¹

Positions of all 170 atoms, in Å:
C 1.719 -1.710 7.064
C 1.467 -0.443 6.763
C 2.148 0.345 5.688
P 1.222 0.807 4.071
Br 0.967 -1.519 3.574
C 2.859 1.006 3.098
C 3.318 -0.070 2.119
N 4.471 0.436 1.297
C 1.184 2.687 4.513
O 2.472 3.264 4.642
C 2.425 4.630 4.999
C 2.305 4.837 6.506
P -0.891 0.720 5.091
O -1.671 -0.548 5.158
P 0.120 1.284 1.990
S -0.518 -0.362 1.109
H 2.095 -2.400 6.320
H 1.520 -2.073 8.064
H 0.751 0.057 7.412
H 2.563 1.234 6.170
H 2.994 -0.258 5.359
H 2.736 1.915 2.502
H 3.689 1.211 3.776
H 3.704 -0.950 2.625
H 2.559 -0.333 1.385
H 4.088 1.160 0.693
H 5.067 0.946 1.945
H 0.666 2.780 5.479
H 0.581 3.254 3.790
H 1.594 5.128 4.488
H 3.372 5.064 4.673
H 1.533 4.205 6.943
H 3.256 4.630 6.993
H 2.031 5.877 6.698
H -0.788 1.351 6.364
H -1.669 1.648 4.336
H -1.006 2.122 2.132
H 0.998 1.885 1.070
C -3.831 -0.733 -3.659
C -4.135 -0.843 -2.172
N -4.485 0.424 -1.563
C -4.501 0.372 -0.109
C -5.549 -0.518 0.573
C -5.577 1.142 -2.187
C -6.941 0.441 -2.292
H -3.051 0.009 -3.840
H -3.480 -1.696 -4.034
H -4.711 -0.460 -4.244
H -3.240 -1.214 -1.667
H -4.913 -1.613 -2.029
H -4.600 1.391 0.274
H -3.514 0.036 0.211
H -6.547 -0.079 0.543
H -5.284 -0.643 1.624
H -5.596 -1.513 0.128
H -5.265 1.423 -3.197
H -5.701 2.093 -1.662
H -6.844 -0.595 -2.620
H -7.564 0.959 -3.025
H -7.483 0.453 -1.347
C -5.080 3.376 9.622
C -5.063 2.491 8.383
N -4.116 1.399 8.472
C -3.894 0.719 7.201
C -5.069 -0.032 6.567
C -4.257 0.539 9.630
C -5.602 -0.173 9.844
H -4.080 3.751 9.843
H -5.737 4.231 9.454
H -5.454 2.848 10.500
H -4.776 3.107 7.527
H -6.092 2.146 8.184
H -3.058 0.027 7.309
H -3.549 1.469 6.483
H -5.275 -0.974 7.074
H -4.816 -0.274 5.534
H -5.985 0.564 6.555
H -4.044 1.134 10.523
H -3.457 -0.205 9.597
H -6.450 0.495 9.680
H -5.664 -0.533 10.874
H -5.715 -1.039 9.195
C 1.454 3.565 -1.195
C 2.310 3.540 -2.449
N 2.942 2.247 -2.646
C 3.954 2.248 -3.681
C 3.513 2.517 -5.128
C 2.036 1.106 -2.634
C 0.889 1.092 -3.651
H 2.047 3.265 -0.330
H 1.066 4.568 -1.012
H 0.599 2.894 -1.278
H 3.100 4.292 -2.359
H 1.687 3.851 -3.306
H 4.484 1.293 -3.644
H 4.699 3.003 -3.408
H 3.006 1.657 -5.566
H 4.391 2.720 -5.746
H 2.853 3.382 -5.203
H 1.599 1.029 -1.636
H 2.631 0.196 -2.739
H 0.390 2.060 -3.724
H 0.136 0.364 -3.341
H 1.226 0.800 -4.648
C 6.665 3.207 -0.890
C 6.945 4.385 0.030
N 7.535 3.992 1.297
C 7.550 5.057 2.280
C 8.405 6.300 1.994
C 8.744 3.195 1.205
C 9.944 3.786 0.452
H 6.043 2.462 -0.393
H 6.133 3.549 -1.779
H 7.580 2.719 -1.230
H 5.995 4.881 0.247
H 7.561 5.121 -0.514
H 7.850 4.633 3.242
H 6.514 5.383 2.420
H 9.468 6.105 2.133
H 8.134 7.097 2.689
H 8.252 6.680 0.984
H 8.484 2.243 0.736
H 9.050 2.926 2.219
H 9.648 4.255 -0.487
H 10.651 2.989 0.209
H 10.486 4.520 1.048
C -1.138 -3.545 -5.554
C -0.281 -2.389 -6.040
N 0.763 -2.786 -6.967
C 1.739 -1.740 -7.208
C 1.271 -0.452 -7.899
C 0.317 -3.524 -8.133
C -0.715 -2.861 -9.058
H -0.523 -4.329 -5.108
H -1.835 -3.190 -4.794
H -1.732 -3.984 -6.358
H 0.198 -1.938 -5.167
H -0.941 -1.614 -6.463
H 2.569 -2.168 -7.777
H 2.166 -1.466 -6.237
H 1.108 -0.597 -8.967
H 2.039 0.318 -7.795
H 0.355 -0.059 -7.458
H -0.098 -4.475 -7.791
H 1.199 -3.801 -8.717
H -1.520 -2.384 -8.497
H -1.169 -3.618 -9.700
H -0.264 -2.116 -9.713
C -3.935 -5.738 -3.505
C -4.244 -7.196 -3.808
N -4.179 -7.529 -5.220
C -4.735 -8.834 -5.525
C -4.040 -10.076 -4.951
C -2.932 -7.202 -5.890
C -1.637 -7.818 -5.342
H -4.586 -5.070 -4.071
H -4.094 -5.546 -2.443
H -2.899 -5.480 -3.727
H -5.261 -7.405 -3.466
H -3.577 -7.828 -3.200
H -4.799 -8.934 -6.612
H -5.772 -8.834 -5.174
H -3.114 -10.306 -5.476
H -4.693 -10.944 -5.061
H -3.817 -9.968 -3.889
H -2.816 -6.116 -5.886
H -3.033 -7.461 -6.948
H -1.585 -7.764 -4.254
H -0.779 -7.270 -5.735
H -1.514 -8.858 -5.643

Results of the Löwdin charge analysis, in e, for atoms 1 through 5: C -0.03; C -0.30; C -0.38; P 0.24; Br 0.29

***

> Number 2 is which compound?

C44H112BrN7O2P3S

***

> Number 1 is which compound?

C44H112BN8O24

***

> Which of these has the lowest orbital gap?

C44H112BrN7O2P3S

***

> What is the formula in the second record?

C44H112BrN7O2P3S